Record 1
Here is a cluster of 2 separate species, CH3Br2O3P in total at a distorted geometry from OMol25. Energies are from ωB97M-V with the def2-TZVPD basis set.

Values from the calculation:
spin multiplicity	1
energy relative to the best compared isomer or geometry (same formula, charge and spin)	12.29	kJ/mol
electronic energy	-5754.86448	hartree

Last column: Mulliken charge in e.
Positions of all 10 atoms, in Å:
C  2.883  -0.056  -0.393  -0.1393
O  -2.432  -0.266  2.208  -0.5209
O  2.354  0.482  -1.386  0.0446
O  1.170  0.874  -1.105  -0.4675
P  -2.453  -0.096  0.769  0.6079
Br  -2.613  -1.954  -0.221  -0.1012
Br  -3.957  1.284  0.054  -0.1222
H  3.797  -0.661  -0.633  0.2281
H  2.464  -0.080  0.532  0.3328
H  -1.212  0.474  0.175  0.1377

---

Record 2
Here is a structure of composition CH3Br3Ca2F2O4PRb at a distorted geometry from OMol25. Energies are from ωB97M-V with the def2-TZVPD basis set.

Values from the calculation:
spin multiplicity	1
charge	+2
energy relative to the best compared isomer or geometry (same formula, charge and spin)	123.77	kJ/mol
electronic energy	-9983.12480	hartree

Last column: Mulliken charge in e.
Positions of all 17 atoms, in Å:
Rb  -1.413  -0.293  3.246  0.9719
Ca  -3.033  1.224  -0.683  1.4731
Ca  0.378  1.722  -1.076  1.5502
O  -1.094  0.426  0.073  -0.3928
H  -0.489  -0.010  0.704  -0.0806
O  -1.554  2.249  -2.016  -0.8926
H  -1.906  2.625  -2.846  0.2225
O  1.743  0.869  0.480  -0.5844
P  2.190  0.829  1.940  0.7052
O  1.252  0.157  2.924  -0.5983
F  2.373  2.349  2.373  -0.2432
F  3.624  0.157  2.021  -0.1940
C  -0.273  -2.341  -1.298  -0.0308
Br  -0.034  -1.581  -3.076  -0.0115
Br  0.355  -4.294  -1.237  0.0438
Br  -2.236  -2.377  -1.029  -0.0901
H  0.118  -1.712  -0.498  0.1517

---

Record 3
Here is the ion CH3Br3N with charge +1 at a distorted geometry from OMol25. Energies are from ωB97M-V with the def2-TZVPD basis set.

Values from the calculation:
structure (SMILES)	[NH3+]C(Br)(Br)Br
spin multiplicity	1
charge	+1
energy relative to the best compared isomer or geometry (same formula, charge and spin)	22.15	kJ/mol
electronic energy	-7816.38934	hartree

Last column: Mulliken charge in e.
Positions of all 8 atoms, in Å:
N  -0.378  -0.019  -0.012  -0.4090
C  -1.803  0.082  0.061  0.0289
Br  -2.359  0.719  1.756  0.1355
Br  -2.329  -1.894  -0.202  0.0442
Br  -2.355  1.109  -1.574  0.0844
H  -0.021  -0.542  0.715  0.3449
H  -0.002  -0.619  -0.817  0.3790
H  0.057  0.940  0.015  0.3921

---

Kohn-Sham gap / eV: 9.10 7.74 9.92